{"formula": "C35H40BrI2N5O2ReSe", "method": "the ωB97M-V functional and the def2-TZVPD basis", "species": ["Re", "I", "C", "C", "C", "I", "C", "O", "C", "C", "N", "C", "C", "C", "C", "C", "C", "N", "C", "H", "H", "H", "H", "H", "H", "H", "H", "H", "H", "H", "Br", "C", "C", "C", "N", "C", "C", "H", "H", "H", "H", "C", "C", "O", "H", "H", "H", "C", "C", "C", "C", "N", "C", "Se", "N", "C", "C", "C", "C", "C", "C", "C", "C", "C", "C", "H", "H", "H", "H", "H", "H", "H", "H", "H", "H", "H", "H", "H", "H", "H", "H", "H", "H", "H", "H", "H", "H"], "positions_angstrom": [[1.913, 1.860, -0.202], [5.351, 1.386, -6.674], [4.019, 1.793, -5.173], [4.162, 3.050, -4.511], [3.340, 3.319, -3.457], [3.594, 5.199, -2.368], [2.363, 2.466, -2.975], [1.589, 2.816, -1.960], [2.309, 1.188, -3.521], [1.302, 0.269, -2.976], [1.538, 0.079, -1.493], [2.672, -0.828, -1.317], [3.960, -0.045, -1.324], [5.180, -0.631, -1.699], [6.320, 0.149, -1.535], [6.252, 1.399, -1.051], [5.029, 1.895, -0.619], [3.851, 1.189, -0.777], [3.114, 0.883, -4.665], [4.724, 3.926, -4.923], [1.327, -0.734, -3.440], [0.263, 0.662, -3.118], [0.732, -0.344, -1.001], [2.667, -1.606, -2.075], [2.545, -1.369, -0.325], [5.298, -1.677, -2.032], [7.240, -0.274, -1.861], [7.061, 2.083, -0.902], [4.902, 2.843, -0.223], [2.882, -0.109, -4.985], [-4.481, 3.946, 0.680], [-2.763, 3.335, 0.453], [-2.464, 2.467, -0.564], [-1.162, 1.979, -0.683], [-0.129, 2.414, 0.139], [-0.511, 3.217, 1.162], [-1.782, 3.657, 1.401], [-3.165, 2.069, -1.265], [-0.934, 1.384, -1.621], [0.277, 3.589, 1.796], [-1.938, 4.269, 2.237], [2.514, 1.748, 3.163], [2.390, 2.102, 1.770], [2.549, 3.231, 1.229], [2.630, 2.600, 3.839], [3.364, 1.044, 3.240], [1.716, 1.066, 3.447], [-3.026, -4.987, -0.254], [-1.769, -4.673, 0.536], [-0.708, -3.819, -0.252], [-1.014, -2.465, -0.816], [-1.612, -1.469, 0.030], [-1.129, -1.036, 1.184], [0.677, -1.120, 1.609], [-2.076, -0.348, 1.839], [-1.834, 0.283, 3.184], [-1.557, -0.723, 4.252], [-2.835, -1.359, 4.831], [-3.623, -2.315, 3.877], [-3.207, -0.270, 0.979], [-4.448, 0.334, 1.181], [-5.357, 0.136, 0.152], [-5.041, -0.672, -0.974], [-3.767, -1.225, -1.157], [-2.892, -0.996, -0.147], [-3.709, -5.658, 0.292], [-2.841, -5.519, -1.134], [-3.652, -4.128, -0.496], [-1.348, -5.571, 0.775], [-2.035, -4.224, 1.534], [-0.378, -4.462, -1.058], [0.263, -3.666, 0.360], [-1.684, -2.603, -1.667], [-0.204, -1.948, -1.335], [-2.633, 0.965, 3.518], [-1.031, 0.991, 2.989], [-0.905, -0.185, 4.994], [-0.959, -1.462, 3.768], [-3.463, -0.557, 5.218], [-2.465, -1.869, 5.819], [-4.114, -1.739, 3.095], [-4.394, -2.859, 4.397], [-3.014, -3.047, 3.394], [-4.633, 1.002, 1.978], [-6.181, 0.897, 0.134], [-5.642, -0.741, -1.862], [-3.373, -1.846, -2.008]], "charge": 2, "s_squared": 3.78, "e_above_lowest_kcal_mol": 36.5, "homo_lumo_gap_ev": [6.9, 5.4], "spin_multiplicity": 4, "e_tot_ha": -7430.52501, "fmax_ev_per_a": 3.606}